Entry 1:
C18H36N5 | ωB97M-V with the def2-TZVPD basis set

Geometry as XYZ:
```
59
C18H36N5 ωB97M-V with the def2-TZVPD basis set
N -4.016 2.135 0.189
C -2.807 1.603 -0.078
N -2.104 2.073 -1.126
C -0.631 1.950 -0.953
C -0.255 0.509 -0.645
C -1.395 -0.245 0.056
N -2.380 0.613 0.736
C -1.832 1.120 2.056
C -2.852 1.620 3.077
C -3.052 3.136 3.184
C -1.766 3.979 3.176
N -0.657 3.345 3.851
C 0.600 3.150 3.353
C 1.377 2.530 4.307
C 0.538 2.366 5.436
C -0.706 2.875 5.144
H -4.130 3.133 0.161
H -4.788 1.524 0.389
H -2.351 3.056 -1.231
H -0.110 2.299 -1.835
H -0.294 2.600 -0.145
H 0.685 0.478 -0.106
H -0.078 -0.001 -1.590
H -1.915 -0.852 -0.680
H -0.959 -0.954 0.749
H -1.043 1.836 1.853
H -1.347 0.252 2.486
H -2.578 1.218 4.046
H -3.817 1.180 2.832
H -3.550 3.319 4.135
H -3.735 3.529 2.438
H -1.974 4.938 3.644
H -1.477 4.187 2.146
H 0.848 3.471 2.356
H 2.403 2.239 4.206
H 0.865 1.922 6.360
H -1.571 2.936 5.775
C 1.565 -2.865 -0.901
C 2.703 -3.187 -1.859
N 2.329 -4.148 -2.873
C 3.464 -4.696 -3.599
C 4.303 -3.741 -4.455
C 1.170 -3.796 -3.674
C 1.200 -2.467 -4.440
H 1.151 -3.775 -0.465
H 1.934 -2.237 -0.087
H 0.759 -2.320 -1.399
H 3.523 -3.611 -1.275
H 3.083 -2.244 -2.286
H 3.109 -5.517 -4.226
H 4.125 -5.164 -2.864
H 3.786 -3.445 -5.367
H 5.224 -4.240 -4.760
H 4.588 -2.841 -3.909
H 0.296 -3.786 -3.015
H 0.976 -4.611 -4.374
H 1.548 -1.640 -3.818
H 0.191 -2.220 -4.780
H 1.830 -2.516 -5.327
```

## Properties
HOMO level = -9.9567 eV
Gap between HOMO and LUMO = 6.41 eV
Energy relative to the best compared isomer or geometry (same formula, charge and spin) = 0.0 kcal per mole
Net charge = +1
2S+1 = 1

=====

Entry 2:
C18H37CoO2P3 | ωB97M-V with the def2-TZVPD basis set

Geometry as XYZ:
```
61
C18H37CoO2P3 ωB97M-V with the def2-TZVPD basis set
Co 0.308 0.094 -0.314
P 1.703 0.727 1.100
P -1.486 1.070 0.207
P 0.953 0.872 -2.144
H 1.467 -6.375 -2.835
C 2.285 -5.739 -3.196
C 3.414 -5.556 -2.505
H 3.621 -6.047 -1.550
C 1.727 -0.134 2.705
C 1.640 2.481 1.643
C 3.428 0.533 0.547
C -2.924 0.517 -0.766
C -2.098 0.875 1.930
C -1.568 2.900 0.077
C 2.455 0.458 -3.101
C 1.161 2.719 -2.170
C -0.366 0.638 -3.397
H 2.192 -5.355 -4.224
H 4.271 -5.038 -2.962
H 1.819 -1.210 2.505
H 0.796 0.074 3.247
H 2.592 0.223 3.287
H 0.743 2.651 2.249
H 1.631 3.177 0.798
H 2.520 2.691 2.259
H 3.570 -0.489 0.178
H 4.087 0.701 1.405
H 3.660 1.248 -0.250
H -3.755 1.218 -0.623
H -3.208 -0.482 -0.420
H -2.673 0.463 -1.831
H -3.079 1.364 2.025
H -1.407 1.337 2.646
H -2.186 -0.189 2.163
H -2.528 3.165 -0.382
H -0.760 3.308 -0.540
H -1.499 3.340 1.077
H 2.696 1.301 -3.772
H 2.285 -0.457 -3.691
H 3.280 0.291 -2.398
H 1.724 3.007 -3.064
H 1.726 3.075 -1.301
H 0.190 3.231 -2.215
H 0.060 0.790 -4.397
H -1.178 1.367 -3.248
H -0.765 -0.385 -3.343
C 1.565 -3.101 -0.878
C 0.411 -3.353 -1.695
C 0.467 -3.134 -3.051
C 1.709 -2.873 -3.671
C 2.874 -2.863 -2.901
C 2.831 -2.950 -1.517
O 1.454 -2.900 0.416
H 1.226 -0.839 -1.188
H -0.507 -3.668 -1.189
H -0.445 -3.216 -3.636
H 1.769 -2.789 -4.768
H 3.854 -2.887 -3.390
H 3.726 -2.973 -0.895
O -0.844 -2.224 1.257
C -0.053 -1.666 0.616
```

## Properties
HOMO level (alpha / beta) = -17.7688 / -16.7807 eV
Gap between HOMO and LUMO (alpha / beta) = 7.02 / 2.69 eV
<S²> = 6.06
Energy relative to the best compared isomer or geometry (same formula, charge and spin) = 53.3 kcal per mole
Net charge = +3
2S+1 = 5

=====

Entry 3:
C18H37F6HgN5O9 | ωB97M-V with the def2-TZVPD basis set

Geometry as XYZ:
```
76
C18H37F6HgN5O9 ωB97M-V with the def2-TZVPD basis set
Hg -19.233 22.136 -10.457
C -18.156 24.917 -12.675
O -17.956 25.948 -11.673
O -18.811 23.893 -12.060
C -18.588 25.348 -14.107
F -19.698 26.090 -14.171
F -17.591 25.996 -14.718
F -18.759 24.236 -14.872
C -18.759 27.079 -11.705
C -18.376 27.925 -10.503
H -19.090 28.726 -10.294
H -18.304 27.377 -9.559
H -17.383 28.381 -10.492
H -19.826 26.826 -11.752
H -18.653 27.771 -12.554
H -17.139 24.510 -12.785
C -22.159 22.767 -9.881
O -21.175 23.606 -9.326
O -21.517 21.779 -10.570
C -23.213 22.354 -8.815
F -22.792 21.370 -7.981
F -23.478 23.403 -8.004
F -24.387 21.989 -9.345
C -21.472 25.018 -9.287
C -20.621 25.550 -8.139
H -19.576 25.249 -8.250
H -20.512 26.633 -8.240
H -20.973 25.303 -7.140
H -22.502 25.253 -9.031
H -21.103 25.430 -10.226
H -22.697 23.399 -10.608
O -15.110 23.551 -8.055
C -15.625 24.493 -8.697
N -16.585 24.282 -9.583
C -15.116 25.874 -8.392
H -16.808 23.297 -9.734
H -16.842 24.966 -10.285
H -15.905 26.481 -7.953
H -14.585 26.288 -9.253
H -14.296 25.758 -7.686
O -19.178 19.786 -9.995
C -19.766 18.717 -10.180
N -20.960 18.757 -10.784
C -19.004 17.442 -9.853
H -21.280 19.698 -11.004
H -21.464 17.923 -11.023
H -19.709 16.654 -10.128
H -18.565 17.404 -8.861
H -18.122 17.340 -10.487
O -18.706 22.390 -8.255
C -18.585 22.574 -7.053
N -17.407 22.783 -6.448
C -19.786 22.393 -6.137
H -16.511 22.930 -6.912
H -17.413 23.011 -5.468
H -19.494 22.060 -5.140
H -20.468 21.663 -6.563
H -20.261 23.364 -5.986
O -19.281 20.825 -12.630
C -20.101 20.900 -13.551
N -20.530 22.094 -13.930
C -20.625 19.696 -14.327
H -20.018 22.905 -13.581
H -21.086 22.292 -14.744
H -20.016 18.820 -14.132
H -20.725 19.899 -15.392
H -21.655 19.680 -13.959
O -17.009 21.822 -10.734
C -16.046 21.177 -11.196
N -16.357 20.412 -12.250
C -14.666 21.263 -10.580
H -15.756 19.665 -12.552
H -17.304 20.542 -12.598
H -14.682 21.048 -9.517
H -14.340 22.264 -10.862
H -13.992 20.547 -11.053
```

## Properties
HOMO level = -7.9985 eV
Gap between HOMO and LUMO = 8.40 eV
Energy relative to the best compared isomer or geometry (same formula, charge and spin) = 0.0 kcal per mole
2S+1 = 1

=====

Entry 4:
C18H37FNO3PS2 | ωB97M-V with the def2-TZVPD basis set

Geometry as XYZ:
```
63
C18H37FNO3PS2 ωB97M-V with the def2-TZVPD basis set
C 3.234 1.219 1.592
C 3.830 2.561 1.190
C 2.984 3.374 0.195
C 1.453 3.293 0.358
C 0.677 2.968 -0.928
C 0.161 1.516 -1.087
C -0.981 1.273 -0.115
C -1.913 0.062 -0.151
F -2.990 0.537 0.646
C -1.552 -1.286 0.497
C -1.237 -1.310 2.003
C -1.858 -0.264 2.939
N -1.417 -0.424 4.329
C -0.551 -2.215 -0.229
C 0.956 -1.929 -0.156
C 1.714 -2.578 -1.344
C 2.695 -1.609 -1.999
C 2.476 -3.835 -0.892
C -2.910 -1.983 0.227
O -3.236 -1.621 -1.121
C -2.664 -0.362 -1.443
S -1.799 -0.448 -3.038
P -4.160 0.747 -1.766
O -4.363 0.602 -3.344
O -3.612 2.227 -1.623
S -5.784 0.339 -0.800
H 2.422 1.353 2.308
H 2.821 0.714 0.726
H 3.976 0.590 2.078
H 4.798 2.375 0.720
H 4.053 3.149 2.080
H 3.271 3.090 -0.818
H 3.286 4.415 0.302
H 1.116 4.282 0.671
H 1.180 2.620 1.167
H 1.272 3.198 -1.810
H -0.205 3.609 -0.977
H -0.136 1.417 -2.125
H 0.996 0.841 -0.921
H -0.551 1.287 0.888
H -1.641 2.137 -0.164
H -1.583 -2.282 2.368
H -0.160 -1.310 2.183
H -2.938 -0.383 2.938
H -1.614 0.749 2.640
H -1.432 -1.400 4.599
H -0.462 -0.109 4.440
H -0.707 -3.186 0.242
H -0.839 -2.352 -1.265
H 1.341 -2.376 0.761
H 1.171 -0.869 -0.054
H 0.984 -2.899 -2.088
H 3.494 -1.358 -1.306
H 3.163 -2.083 -2.864
H 2.204 -0.702 -2.347
H 3.464 -3.572 -0.519
H 2.593 -4.529 -1.722
H 1.943 -4.357 -0.098
H -2.817 -3.067 0.222
H -3.699 -1.706 0.923
H -0.604 -0.886 -2.626
H -5.127 0.028 -3.465
H -4.187 2.717 -1.026
```

## Properties
HOMO level = -9.0079 eV
Gap between HOMO and LUMO = 9.61 eV
SMILES string = CCCCCCC[C@]1(F)[C@](CCN)(CCC(C)C)CO[C@@]1(S)P(O)(O)=S
2S+1 = 1

=====

Entry 5:
C18H37N3OPtSeSi4 | ωB97M-V with the def2-TZVPD basis set

Geometry as XYZ:
```
65
C18H37N3OPtSeSi4 ωB97M-V with the def2-TZVPD basis set
Pt -0.110 0.334 -0.142
N 0.430 3.935 -2.088
C 0.463 2.730 -1.559
O -0.139 2.466 -0.485
C 1.201 1.605 -2.239
C 1.632 0.648 -1.137
H -0.098 4.669 -1.637
H 0.919 4.153 -2.941
H 2.068 1.945 -2.812
H 0.511 1.138 -2.949
H 2.285 1.148 -0.421
H 2.070 -0.281 -1.486
Se -2.721 -1.544 -0.950
N -0.928 -1.402 -0.723
C -0.358 -2.559 -1.084
C 1.030 -2.859 -1.100
C 1.414 -4.095 -1.512
C 0.469 -5.092 -1.927
C -0.859 -4.843 -1.941
C -1.312 -3.553 -1.522
N -2.580 -3.184 -1.503
H 1.743 -2.112 -0.788
H 2.467 -4.344 -1.530
H 0.841 -6.058 -2.239
H -1.587 -5.576 -2.258
C -0.217 -2.378 4.863
Si -0.096 -2.432 3.003
C -1.630 -3.285 2.355
C 1.496 -3.275 2.501
Si -0.077 -0.191 2.158
Si -1.943 1.218 2.800
C -1.652 3.000 2.351
C -3.495 0.542 2.009
C -2.056 0.980 4.647
Si 2.054 0.872 2.469
C 2.185 2.694 2.080
C 3.477 -0.173 1.855
C 1.977 0.657 4.341
H -0.288 -3.413 5.209
H -1.104 -1.855 5.219
H 0.655 -1.937 5.343
H -1.617 -4.323 2.704
H -1.706 -3.313 1.269
H -2.533 -2.818 2.754
H 1.365 -4.353 2.645
H 2.318 -2.954 3.142
H 1.792 -3.115 1.472
H -1.364 3.149 1.313
H -0.904 3.468 2.991
H -2.602 3.519 2.518
H -3.471 0.588 0.915
H -4.342 1.154 2.332
H -3.695 -0.488 2.313
H -1.226 1.405 5.211
H -2.170 -0.067 4.928
H -2.964 1.503 4.965
H 1.676 3.017 1.175
H 3.234 2.994 2.011
H 1.745 3.246 2.912
H 3.401 -0.553 0.837
H 3.582 -1.030 2.521
H 4.406 0.403 1.914
H 1.178 1.220 4.823
H 2.924 1.051 4.728
H 1.922 -0.386 4.650
```

## Properties
HOMO level = -14.1532 eV
Gap between HOMO and LUMO = 6.56 eV
Energy relative to the best compared isomer or geometry (same formula, charge and spin) = 34.8 kcal per mole
Net charge = +2
2S+1 = 1

=====

Entry 6:
C18H37N4O5 | ωB97M-V with the def2-TZVPD basis set

Geometry as XYZ:
```
64
C18H37N4O5 ωB97M-V with the def2-TZVPD basis set
C 8.567 -4.083 2.328
C 7.477 -3.294 2.806
C 6.534 -2.115 3.525
N 5.082 -2.391 3.199
C 4.360 -1.408 2.298
N 2.928 -1.848 2.091
C 2.719 -3.114 2.913
C 4.137 -3.499 3.640
O 4.490 -4.653 4.523
H 9.614 -4.636 2.174
H 6.917 -1.052 3.205
H 6.703 -2.210 4.680
H 4.886 -0.458 1.836
H 2.165 -1.379 1.529
H 1.690 -3.699 2.987
H 3.898 -5.434 4.234
C -0.724 2.116 -3.293
O -0.611 0.861 -3.951
C 0.589 0.744 -4.729
C 1.522 -0.308 -4.112
N 2.097 0.169 -2.850
C 2.798 -0.874 -2.094
C 1.950 -2.045 -1.558
O 1.016 -1.665 -0.545
C -0.231 -1.197 -1.040
H -1.713 2.171 -2.833
H 0.027 2.211 -2.507
H -0.627 2.942 -4.007
H 1.096 1.708 -4.857
H 0.283 0.400 -5.723
H 2.332 -0.528 -4.817
H 0.940 -1.222 -3.960
H 1.350 0.539 -2.266
H 3.265 -0.377 -1.237
H 3.616 -1.272 -2.708
H 2.639 -2.748 -1.076
H 1.457 -2.612 -2.356
H -0.514 -1.677 -1.983
H -0.207 -0.114 -1.151
H -0.999 -1.431 -0.296
C -5.159 4.185 2.461
O -4.707 2.866 2.742
C -5.694 1.865 2.457
C -5.242 0.994 1.275
N -5.287 1.745 0.016
C -4.641 1.052 -1.103
C -3.120 0.820 -1.002
O -2.349 2.022 -1.047
C -2.174 2.656 0.213
H -4.403 4.887 2.822
H -5.280 4.332 1.387
H -6.102 4.393 2.978
H -6.686 2.298 2.283
H -5.764 1.233 3.350
H -5.901 0.122 1.199
H -4.228 0.643 1.488
H -4.823 2.640 0.149
H -4.831 1.658 -1.995
H -5.143 0.091 -1.266
H -2.823 0.246 -1.888
H -2.841 0.204 -0.141
H -2.143 1.940 1.041
H -2.959 3.395 0.372
H -1.221 3.193 0.192
```

## Properties
HOMO level = -10.3720 eV
Gap between HOMO and LUMO = 6.31 eV
Net charge = +1
2S+1 = 1

=====

Entry 7:
C18H37O19S | ωB97M-V with the def2-TZVPD basis set

Geometry as XYZ:
```
75
C18H37O19S ωB97M-V with the def2-TZVPD basis set
C 0.374 -3.175 -1.202
C 1.642 -2.398 -1.461
O 2.790 -3.229 -1.331
C 3.910 -2.564 -0.815
S 4.692 -1.361 -1.909
O 5.417 -2.072 -2.952
O 3.669 -0.455 -2.438
O 5.606 -0.641 -0.998
H 0.159 -3.921 -1.964
H -0.441 -2.449 -1.250
H 0.327 -3.596 -0.200
H 1.697 -1.558 -0.768
H 1.625 -2.014 -2.480
H 4.679 -3.294 -0.582
H 3.661 -2.026 0.105
C 3.937 1.037 1.022
O 4.137 1.750 2.263
C 4.378 0.986 3.312
O 4.427 -0.217 3.339
O 4.558 1.784 4.380
C 4.828 1.078 5.587
H 3.739 1.787 0.263
H 4.819 0.472 0.735
H 3.073 0.378 1.105
H 5.743 0.495 5.498
H 3.997 0.423 5.846
H 4.951 1.831 6.361
C 3.968 1.268 -4.634
O 4.312 2.565 -5.189
C 3.291 3.328 -5.511
O 2.118 3.067 -5.401
O 3.767 4.489 -6.002
C 2.756 5.410 -6.389
H 4.899 0.761 -4.415
H 3.406 1.380 -3.717
H 3.400 0.693 -5.363
H 2.136 5.687 -5.537
H 2.132 4.993 -7.179
H 3.271 6.292 -6.763
C -1.567 1.585 -1.433
O -2.542 1.705 -0.382
C -2.692 0.575 0.319
O -2.098 -0.449 0.122
O -3.600 0.776 1.276
C -3.838 -0.366 2.102
H -1.525 2.554 -1.920
H -0.589 1.341 -1.026
H -1.873 0.829 -2.153
H -2.928 -0.662 2.619
H -4.217 -1.196 1.508
H -4.588 -0.064 2.827
C -5.030 3.258 -0.006
O -5.994 3.824 0.899
C -7.206 3.986 0.388
O -7.555 3.707 -0.730
O -7.992 4.516 1.333
C -9.336 4.743 0.912
H -4.102 3.191 0.538
H -5.341 2.267 -0.322
H -4.900 3.909 -0.869
H -9.814 3.807 0.626
H -9.366 5.444 0.080
H -9.855 5.169 1.766
C 0.981 -5.601 4.124
O 0.206 -5.971 2.981
C -1.108 -5.957 3.181
O -1.665 -5.672 4.210
O -1.704 -6.312 2.043
C -3.129 -6.338 2.109
H 2.021 -5.657 3.815
H 0.750 -4.584 4.432
H 0.807 -6.293 4.946
H -3.521 -5.350 2.343
H -3.468 -7.060 2.850
H -3.473 -6.640 1.124
```

## Properties
HOMO level = -5.4004 eV
Gap between HOMO and LUMO = 7.34 eV
Net charge = -1
2S+1 = 1